No. 1
Density functional theory data (the ωB97M-V functional and the def2-TZVPD basis) for a cluster of 3 separate species, C33H52BrF5N3O11P2 in total in a non-equilibrium geometry.

Its HOMO-LUMO gap is 7.30 eV. The energy comes out at -6036.51907 hartree. The charge is +1.

Each line ends with the Löwdin charge.
Positions of all 107 atoms, in Å:
N 7.369 0.023 4.396  0.00
C 6.355 1.104 4.399  -0.25
C 4.957 0.449 4.426  -0.14
C 3.874 1.307 3.668  -0.08
C 3.676 0.761 2.290  -0.08
C 3.006 -0.463 2.133  -0.02
C 2.423 -1.199 3.302  -0.26
C 1.078 -1.027 3.578  0.00
C 0.458 -1.668 4.640  -0.01
C 1.275 -2.475 5.423  -0.02
C 2.617 -2.564 5.082  -0.13
N 3.208 -1.975 4.052  0.12
C 2.838 -0.988 0.863  -0.01
C 2.088 -2.281 0.656  -0.41
O 0.898 -2.250 0.710  0.20
O 2.795 -3.412 0.397  0.05
C 3.510 -3.906 1.533  -0.16
C 2.609 -4.718 2.439  -0.78
O 1.432 -4.700 2.451  0.09
Br 3.592 -5.871 3.666  0.75
C 3.331 -0.309 -0.250  0.07
C 3.967 0.877 -0.044  0.00
N 4.122 1.405 1.187  0.02
C 4.792 2.728 1.251  -0.08
C 3.914 3.894 1.734  -0.12
C 2.416 3.793 1.361  -0.05
C 1.507 4.147 2.516  -0.44
F 1.829 5.373 2.987  0.14
F 1.656 3.280 3.551  0.12
C -0.003 4.142 2.128  -0.57
F -0.256 3.201 1.210  0.14
F -0.712 3.817 3.211  0.18
F -0.411 5.316 1.694  0.21
H 7.951 0.150 3.579  0.06
H 7.976 0.119 5.199  0.07
H 6.492 1.764 5.256  0.12
H 6.495 1.697 3.492  0.09
H 4.639 0.368 5.463  0.12
H 5.070 -0.508 3.933  0.09
H 2.937 1.246 4.217  0.12
H 4.233 2.329 3.686  0.09
H 0.487 -0.392 2.927  0.13
H -0.591 -1.531 4.857  0.12
H 0.876 -2.996 6.282  0.12
H 3.253 -3.176 5.713  0.11
H 4.013 -3.123 2.106  0.12
H 4.287 -4.565 1.150  0.13
H 3.203 -0.678 -1.258  0.15
H 4.349 1.406 -0.905  0.15
H 5.642 2.620 1.920  0.11
H 5.194 2.962 0.270  0.13
H 4.002 4.095 2.798  0.11
H 4.297 4.786 1.239  0.13
H 2.103 2.837 0.944  0.12
H 2.200 4.540 0.593  0.15
O -7.044 2.347 -2.232  -0.20
P -5.944 2.539 -1.270  0.50
O -5.617 4.122 -1.206  -0.20
C -6.648 5.029 -0.799  -0.27
C -6.953 4.924 0.684  -0.08
O -4.646 2.027 -2.117  -0.23
C -4.781 1.042 -3.149  -0.28
C -4.637 1.684 -4.511  -0.07
O -5.371 2.080 0.147  -0.19
C -3.983 1.967 0.471  -0.25
C -3.292 3.298 0.660  -0.06
H -7.549 4.855 -1.391  0.11
H -6.289 6.030 -1.035  0.12
H -7.361 3.942 0.934  0.07
H -7.680 5.681 0.978  0.08
H -6.047 5.058 1.276  0.07
H -5.732 0.517 -3.066  0.11
H -3.987 0.307 -2.997  0.10
H -5.331 2.517 -4.623  0.08
H -4.824 0.959 -5.302  0.08
H -3.629 2.083 -4.637  0.07
H -3.458 1.343 -0.248  0.11
H -3.961 1.418 1.415  0.12
H -3.140 3.805 -0.293  0.09
H -2.311 3.139 1.110  0.04
H -3.875 3.957 1.303  0.08
O -2.930 -1.954 -4.933  -0.21
P -2.330 -3.212 -4.450  0.50
O -0.839 -2.858 -3.914  -0.19
C -0.686 -1.921 -2.853  -0.28
C -1.141 -2.478 -1.517  -0.08
O -1.946 -3.974 -5.837  -0.22
C -2.691 -3.740 -7.037  -0.28
C -1.882 -2.901 -8.002  -0.07
O -2.613 -4.539 -3.626  -0.19
C -2.020 -5.823 -3.881  -0.25
C -0.575 -5.922 -3.449  -0.07
H -1.226 -0.999 -3.090  0.11
H 0.377 -1.676 -2.811  0.11
H -2.214 -2.685 -1.522  0.08
H -0.934 -1.771 -0.717  0.06
H -0.633 -3.417 -1.297  0.07
H -3.647 -3.267 -6.818  0.11
H -2.902 -4.716 -7.478  0.12
H -1.541 -1.981 -7.526  0.08
H -2.472 -2.644 -8.882  0.08
H -0.994 -3.446 -8.327  0.08
H -2.150 -6.121 -4.917  0.11
H -2.614 -6.524 -3.292  0.12
H 0.080 -5.368 -4.120  0.08
H -0.265 -6.967 -3.467  0.08
H -0.440 -5.529 -2.441  0.07

=====

No. 2
Density functional theory data (the ωB97M-V functional and the def2-TZVPD basis) for an isolated molecule of C5H3N3 in a non-equilibrium geometry.

The relative energy (zero: lowest compared OMol25 entry of this formula, charge and spin) is 73.81 kcal/mol. As for the SMILES: [H]/N=C1\N=CN=C1C#C. Its HOMO-LUMO gap is 8.92 eV. The energy comes out at -356.45444 hartree.

Each line ends with the natural charge from an NBO analysis.
Positions of all 11 atoms, in Å:
H -1.458 2.229 -0.049  0.35
N -0.453 1.988 -0.163  -0.48
C -0.647 0.731 0.055  0.29
N -1.882 0.127 0.296  -0.47
C -1.629 -1.101 -0.054  0.27
N -0.188 -1.451 -0.119  -0.39
C 0.360 -0.322 -0.069  0.16
C 1.797 -0.046 -0.128  -0.08
C 3.004 -0.037 0.165  -0.15
H -2.372 -1.920 -0.129  0.21
H 4.183 -0.310 0.261  0.29

=====

No. 3
Density functional theory data (the ωB97M-V functional and the def2-TZVPD basis) for a structure of composition C33H35N7O7S2Ta.

The relative energy (zero: lowest compared OMol25 entry of this formula, charge and spin) is 18.16 kcal/mol. Its HOMO-LUMO gap is 6.61 eV. The energy comes out at -3041.18168 hartree. The charge is +3.

Each line ends with the Löwdin charge.
Positions of all 85 atoms, in Å:
Ta 1.035 -0.159 0.760  1.83
C 1.019 -6.692 -4.353  -0.02
C 1.390 -5.581 -3.422  -0.22
C 2.708 -5.138 -3.316  0.01
C 3.057 -4.127 -2.437  -0.03
C 2.062 -3.543 -1.659  -0.30
C 0.736 -3.974 -1.730  -0.06
C 0.415 -4.986 -2.609  -0.01
S 2.529 -2.257 -0.603  0.68
O 3.925 -2.315 -0.354  -0.23
O 1.603 -2.267 0.610  -0.44
N 1.981 -0.819 -1.060  -0.32
C 2.529 0.038 -2.024  -0.26
C 3.259 -0.284 -3.135  0.03
C 3.694 0.738 -4.007  -0.01
C 3.395 2.049 -3.761  0.02
C 2.647 2.401 -2.610  -0.12
C 2.328 3.725 -2.252  0.07
C 1.644 3.965 -1.085  0.02
C 1.268 2.895 -0.275  -0.09
N 1.509 1.624 -0.591  -0.06
C 2.216 1.378 -1.748  -0.18
H 1.833 -6.938 -5.030  0.09
H 0.140 -6.431 -4.943  0.10
H 0.772 -7.589 -3.782  0.11
H 3.476 -5.601 -3.921  0.14
H 4.086 -3.807 -2.344  0.13
H -0.012 -3.571 -1.061  0.09
H -0.605 -5.347 -2.662  0.13
H 3.510 -1.315 -3.352  0.12
H 4.274 0.469 -4.879  0.13
H 3.730 2.830 -4.430  0.14
H 2.638 4.543 -2.892  0.15
H 1.394 4.967 -0.768  0.13
H 0.763 3.088 0.657  0.11
C -3.471 -3.182 1.290  0.05
O -2.328 -2.488 1.872  0.09
C -1.528 -1.804 1.146  -0.51
O -0.605 -1.151 1.707  -0.08
N -1.605 -1.770 -0.195  0.09
N -0.707 -0.872 -0.802  0.03
H -3.953 -3.670 2.128  0.12
H -3.125 -3.929 0.577  0.11
H -4.142 -2.449 0.845  0.08
H -2.426 -2.069 -0.704  0.17
H -1.225 -0.032 -1.063  0.11
H -0.277 -1.309 -1.615  0.12
N 1.579 -0.989 2.922  -0.03
N 2.746 -0.565 3.569  0.01
C 3.674 0.111 2.891  -0.70
N 4.792 0.460 3.489  0.18
S 3.413 0.522 1.248  0.86
H 0.770 -0.679 3.460  0.13
H 1.567 -2.009 2.873  0.13
H 2.873 -0.841 4.534  0.19
H 4.997 0.231 4.452  0.15
H 5.496 0.974 2.980  0.14
O -1.320 1.518 0.194  -0.09
C -1.758 2.131 1.431  -0.29
C -0.611 1.953 2.443  -0.46
O -0.619 2.394 3.546  0.18
O 0.435 1.216 1.985  -0.26
C -2.032 3.608 1.151  -0.15
C -3.023 3.890 0.207  -0.02
C -3.285 5.198 -0.166  -0.04
C -2.570 6.240 0.409  -0.04
C -1.595 5.966 1.356  -0.04
C -1.320 4.656 1.728  -0.02
C -3.007 1.387 1.917  -0.14
C -3.470 1.552 3.220  0.01
C -4.639 0.927 3.629  -0.03
C -5.370 0.147 2.743  -0.05
C -4.927 0.002 1.437  -0.08
C -3.747 0.613 1.027  -0.06
H -1.322 2.221 -0.473  0.12
H -3.619 3.086 -0.210  0.12
H -4.064 5.406 -0.887  0.12
H -2.785 7.263 0.132  0.12
H -1.052 6.777 1.823  0.12
H -0.578 4.474 2.493  0.12
H -2.930 2.180 3.914  0.12
H -4.992 1.069 4.641  0.12
H -6.293 -0.317 3.061  0.12
H -5.526 -0.551 0.723  0.11
H -3.447 0.536 -0.011  0.11

=====

No. 4
Density functional theory data (the ωB97M-V functional and the def2-TZVPD basis) for an isolated molecule of C5H2S2 in a non-equilibrium geometry.

The relative energy (zero: lowest compared OMol25 entry of this formula, charge and spin) is 0.00 kcal/mol. As for the SMILES: C#CC#CC(=S)S. Its HOMO-LUMO gap is 7.92 eV. The energy comes out at -987.95296 hartree.

Each line ends with the natural charge from an NBO analysis.
Positions of all 9 atoms, in Å:
C -2.574 -1.559 -3.111  -0.13
C -1.863 -1.074 -2.242  -0.10
C -1.064 -0.525 -1.238  0.01
C -0.374 -0.106 -0.338  -0.02
C 0.518 0.245 0.738  -0.38
S 0.797 -0.635 2.058  0.10
S 1.355 1.770 0.543  0.15
H -3.141 -2.121 -3.819  0.25
H 0.848 2.076 -0.646  0.12